Record 1
92
Properties=species:S:1:pos:R:3:forces:R:3 method="wB97M-V/def2-TZVPD" orbital_gap_ev=9.0508 charge=0 relative_energy_kj_mol=303.8
C -0.604 -5.837 -0.879 -0.22 0.57 0.10
O -0.680 -4.421 -0.880 0.49 -0.33 -0.70
C -1.266 -3.881 -2.073 -0.35 0.17 2.07
C -1.125 -2.379 -1.903 0.95 0.24 -1.59
C -1.952 -1.652 -2.967 -0.82 0.51 0.81
N 0.279 -2.000 -2.060 0.51 0.39 -0.37
H -0.190 -6.265 -1.798 -0.05 0.23 -0.17
H -1.622 -6.211 -0.732 0.13 -0.45 0.13
H 0.074 -6.107 -0.072 -0.26 -0.16 0.18
H -0.795 -4.336 -2.943 0.11 0.41 -0.29
H -2.342 -4.089 -2.056 -0.04 -0.30 -0.20
H -1.452 -2.040 -0.923 -0.62 -0.48 0.16
H -3.008 -1.903 -2.812 0.02 -0.09 -0.09
H -1.728 -1.817 -4.019 0.46 -0.28 0.12
H -1.911 -0.577 -2.766 0.17 0.02 -0.19
H 0.919 -2.453 -1.419 -0.37 -0.33 0.16
H 0.404 -1.010 -1.872 -0.14 -0.06 -0.13
C -3.114 2.681 0.175 -0.45 -0.26 -0.83
O -2.939 3.732 1.082 0.19 0.10 0.89
C -4.076 4.519 1.389 -0.85 -1.07 -0.88
C -3.676 5.942 1.654 0.41 1.41 0.29
C -2.798 6.151 2.873 1.43 0.01 0.57
N -4.881 6.752 1.807 -0.69 -0.45 -0.43
H -3.871 1.931 0.428 0.09 0.05 0.64
H -2.154 2.184 0.074 0.01 -0.09 0.01
H -3.452 3.020 -0.814 0.27 0.40 0.00
H -4.734 4.416 0.510 -0.01 0.69 -0.05
H -4.718 4.105 2.180 0.54 -0.03 0.39
H -3.050 6.257 0.806 -0.16 -0.04 -0.15
H -2.485 7.179 3.099 -0.75 0.30 -0.57
H -1.800 5.734 2.695 -0.35 -0.62 0.13
H -3.185 5.804 3.833 -0.25 -0.42 -0.26
H -5.445 6.713 0.963 0.00 0.02 0.11
H -4.717 7.728 2.000 0.38 -0.02 0.08
C -4.550 -4.431 0.150 -0.21 0.01 -0.66
O -3.528 -3.588 0.609 -0.16 -0.15 0.52
C -3.875 -2.312 1.082 -0.26 0.72 -1.32
C -2.603 -1.731 1.686 -0.53 -0.17 1.55
C -2.489 -2.197 3.165 0.72 -0.03 -0.80
N -2.576 -0.265 1.592 -0.55 0.24 0.40
H -5.496 -4.406 0.703 0.34 -0.03 0.61
H -4.093 -5.419 0.149 -0.38 -0.17 0.04
H -4.877 -4.203 -0.876 0.36 0.16 -0.09
H -4.223 -1.680 0.244 0.33 0.00 -0.14
H -4.752 -2.298 1.743 0.29 -0.40 0.47
H -1.773 -2.160 1.133 0.13 0.10 -0.13
H -3.406 -2.030 3.726 -0.04 0.10 0.01
H -1.662 -1.638 3.610 -0.08 -0.06 0.26
H -2.211 -3.251 3.206 -0.20 -0.05 0.07
H -3.451 0.080 1.998 -0.14 -0.09 -0.42
H -1.934 0.107 2.293 0.42 -0.25 -0.33
C 3.513 -3.355 -1.747 -0.50 0.42 -1.26
O 4.836 -3.212 -2.239 -0.33 -0.28 0.89
C 5.347 -1.938 -2.013 1.45 2.02 -1.90
C 6.101 -1.663 -0.727 0.63 -0.75 1.32
C 5.160 -1.201 0.383 -0.75 -0.85 0.14
N 7.270 -0.775 -0.847 -0.50 0.38 -1.05
H 3.370 -2.937 -0.752 0.05 -0.41 0.14
H 3.193 -4.386 -1.874 0.30 -0.20 0.53
H 2.848 -2.812 -2.432 -0.06 0.22 0.17
H 6.029 -1.724 -2.851 0.46 -0.55 0.25
H 4.688 -1.082 -2.227 -0.92 -0.56 0.52
H 6.597 -2.606 -0.460 -0.53 -0.16 0.17
H 4.418 -1.972 0.635 0.21 -0.05 -0.08
H 4.530 -0.376 0.046 0.36 0.35 0.16
H 5.665 -1.005 1.329 0.14 0.36 -0.13
H 7.675 -0.644 0.068 0.00 0.02 0.09
H 6.986 0.143 -1.186 0.03 -0.04 0.05
C -0.594 2.432 3.925 -0.20 0.88 1.32
O -0.806 3.253 2.779 -0.19 -1.26 0.35
H -0.700 3.060 4.824 0.10 -0.01 -0.04
H -1.358 1.665 4.083 0.12 -0.21 -0.46
H 0.401 1.998 4.018 0.03 -0.07 -0.63
H -1.723 3.048 2.533 0.32 0.72 -0.55
C 0.722 0.645 0.235 0.21 0.90 1.05
O 2.067 0.281 -0.039 -0.08 -0.34 -0.07
H 0.693 1.217 1.174 0.15 -0.05 0.01
H 0.341 1.367 -0.489 -0.30 -0.47 -0.31
H 0.084 -0.218 0.434 -0.03 -0.07 -0.65
H 2.321 0.644 -0.891 -0.02 0.10 -0.02
C 4.361 0.808 -4.026 -0.83 0.14 -0.39
O 4.873 1.248 -2.791 0.45 -0.47 0.34
H 4.758 -0.150 -4.367 0.52 0.07 0.34
H 3.280 0.624 -4.006 -0.05 0.24 0.17
H 4.553 1.556 -4.799 0.04 -0.02 -0.06
H 4.183 1.569 -2.192 0.01 0.19 -0.54
C 3.508 3.299 -0.071 -0.71 0.29 0.87
O 3.098 2.941 -1.383 -0.08 -0.43 0.00
H 4.539 3.652 -0.044 0.01 -0.07 -0.07
H 2.840 4.054 0.358 0.22 0.24 -0.26
H 3.351 2.461 0.612 0.39 -0.27 -0.35
H 2.578 3.645 -1.772 0.05 0.09 -0.04

Record 2
90
Properties=species:S:1:pos:R:3:forces:R:3 method="wB97M-V/def2-TZVPD" orbital_gap_ev=9.9090 charge=0 relative_energy_kj_mol=77.4
C -11.694 22.927 7.855 0.64 0.08 0.07
C -11.978 22.281 9.211 -0.04 0.76 -0.96
O -11.038 22.776 10.158 0.08 -0.54 -0.35
H -11.718 24.011 7.987 -0.01 0.02 -0.18
H -12.367 22.656 7.039 -0.35 -0.07 0.32
H -10.701 22.646 7.493 0.06 0.10 0.17
H -11.886 21.199 9.094 -0.31 -0.05 0.35
H -12.977 22.625 9.504 -0.12 -0.63 0.18
H -10.862 22.052 10.784 0.12 0.30 0.46
C -14.228 21.705 3.798 1.29 0.08 -0.87
C -14.590 20.324 3.292 -0.60 -0.90 1.17
O -15.660 20.336 2.350 0.47 0.31 -0.13
H -13.513 22.171 3.109 -0.42 0.20 -0.27
H -13.613 21.666 4.700 -0.44 -0.29 0.29
H -15.071 22.372 3.931 -0.19 -0.16 0.08
H -14.923 19.721 4.153 -0.10 0.12 0.04
H -13.739 19.742 2.925 0.18 0.48 -0.31
H -15.541 19.568 1.786 -0.17 0.04 -0.08
C -9.279 26.031 9.141 -0.11 -0.99 -0.30
C -9.937 27.381 9.204 0.06 0.17 0.75
O -8.921 28.374 9.337 0.20 0.00 -0.08
H -10.036 25.240 9.108 -0.08 0.14 -0.24
H -8.703 25.749 10.024 0.07 0.58 0.12
H -8.627 25.906 8.274 -0.06 0.16 -0.04
H -10.575 27.381 10.097 -0.03 0.14 -0.07
H -10.580 27.601 8.347 0.13 -0.22 -0.17
H -9.230 29.221 9.010 -0.15 -0.01 0.03
C -7.457 22.625 7.410 0.55 0.10 -0.71
C -7.395 22.071 8.823 -0.60 -0.29 -0.63
O -6.964 20.716 8.832 0.14 0.00 0.22
H -8.007 21.956 6.741 -0.34 0.02 0.26
H -6.480 22.697 6.920 0.14 -0.01 0.37
H -7.894 23.624 7.356 -0.15 -0.07 0.17
H -8.413 22.142 9.223 0.08 0.08 0.33
H -6.718 22.639 9.457 0.04 0.03 0.01
H -7.686 20.163 8.493 0.01 0.08 -0.13
C -9.835 19.119 4.592 -0.62 0.47 -0.76
C -11.252 19.080 5.127 0.44 0.40 0.71
O -11.291 19.957 6.280 -0.16 -0.05 -0.07
H -9.660 20.121 4.192 0.20 0.06 0.29
H -9.768 18.479 3.711 0.20 -0.32 0.27
H -9.093 18.883 5.349 0.02 -0.18 -0.02
H -11.531 18.079 5.462 -0.13 -0.05 -0.26
H -11.956 19.492 4.403 -0.03 -0.36 -0.19
H -12.218 20.099 6.504 0.09 0.03 0.10
C -14.662 24.625 5.599 0.74 -0.27 0.25
C -14.676 25.420 6.884 -0.29 0.50 -0.03
O -15.579 26.516 6.686 0.07 -0.10 0.16
H -14.154 25.162 4.799 -0.22 0.17 -0.04
H -15.662 24.337 5.284 -0.09 0.11 0.05
H -14.076 23.717 5.756 -0.11 -0.05 0.02
H -13.693 25.822 7.150 0.14 -0.18 -0.24
H -14.987 24.801 7.733 -0.18 -0.03 -0.07
H -15.447 27.158 7.390 -0.05 -0.05 -0.01
C -13.431 27.030 11.189 -0.37 -0.13 -0.04
C -13.014 25.743 10.509 -0.14 -0.83 0.83
O -11.963 25.189 11.298 0.26 0.14 -0.52
H -13.535 26.856 12.261 0.43 -0.10 0.03
H -14.439 27.353 10.917 0.21 0.17 -0.52
H -12.682 27.797 11.002 -0.18 0.22 0.14
H -12.710 25.847 9.462 0.04 0.34 0.00
H -13.843 25.020 10.530 -0.16 0.17 -0.18
H -11.548 24.458 10.801 -0.13 0.03 0.37
C -8.901 18.185 10.317 -0.22 -0.27 0.03
C -9.783 19.135 9.533 -0.16 -0.23 0.42
O -9.346 19.128 8.181 -0.02 0.15 0.00
H -9.052 17.161 9.970 0.24 0.07 -0.27
H -9.168 18.143 11.375 0.02 0.39 0.02
H -7.859 18.483 10.200 0.06 -0.16 0.08
H -9.738 20.137 9.972 0.11 0.07 -0.12
H -10.824 18.803 9.618 -0.04 0.02 -0.15
H -10.042 19.506 7.614 0.06 0.00 0.00
C -7.351 22.274 12.398 0.48 -0.64 0.32
C -7.010 20.779 12.388 -1.06 0.56 -0.83
O -7.978 20.109 13.215 0.21 -0.04 0.39
H -6.532 22.769 11.875 -0.17 0.31 0.09
H -7.434 22.627 13.426 0.21 0.12 -0.01
H -8.296 22.494 11.908 0.00 -0.08 -0.18
H -5.976 20.606 12.688 -0.11 -0.14 0.25
H -7.171 20.428 11.362 0.49 -0.09 0.04
H -7.739 19.184 13.334 0.03 0.08 -0.13
C -11.622 20.962 14.523 0.04 -0.09 0.19
C -11.430 20.379 13.131 -0.02 -0.64 0.19
O -10.466 21.072 12.360 0.17 0.13 -0.32
H -12.264 20.338 15.150 -0.27 -0.02 -0.31
H -12.049 21.962 14.463 0.07 0.04 0.07
H -10.689 20.997 15.090 0.17 0.18 -0.32
H -12.362 20.376 12.561 -0.05 0.24 0.09
H -11.147 19.320 13.198 0.06 0.05 0.10
H -9.577 20.717 12.564 -0.27 0.06 0.20

| no. | E_HOMO (eV) |
| --- | --- |
| 1 | -8.69 |
| 2 | -9.62 |